(1)
Molecular formula: C4H12S2
Method: DFT, ωB97M-V/def2-TZVPD

Computed properties:
Highest occupied orbital energy = -9.02 eV
Multiplicity = 1
E = -26012.3875 eV
HOMO-LUMO gap = 0.35976 hartree

```
18
C4H12S2 ωB97M-V/def2-TZVPD
C 2.434 0.423 -1.282
C 1.989 -0.511 -0.127
S 0.975 -1.924 -0.691
H 3.062 -0.246 -1.910
H 1.617 0.917 -1.777
H 3.156 1.157 -0.908
H 1.638 0.068 0.765
H 2.854 -1.051 0.263
H 0.028 -1.860 0.249
C -1.514 0.372 1.495
C -1.909 -0.028 0.080
S -3.695 0.272 -0.329
H -1.866 1.372 1.762
H -1.931 -0.310 2.246
H -0.400 0.420 1.462
H -1.724 -1.079 -0.139
H -1.292 0.425 -0.714
H -3.422 1.583 -0.445
```

=====

(2)
Molecular formula: C4H12S2
Method: DFT, ωB97M-V/def2-TZVPD

Computed properties:
Highest occupied orbital energy = -8.50 eV
Multiplicity = 1
E = -26012.4174 eV
HOMO-LUMO gap = 0.34209 hartree

```
18
C4H12S2 ωB97M-V/def2-TZVPD
C -0.744 -1.933 -1.902
S 0.051 -3.559 -1.921
C -0.492 -4.246 -0.362
H -1.531 -1.757 -2.631
H 0.016 -1.177 -2.111
H -1.064 -1.815 -0.870
H 0.153 -5.101 -0.151
H -0.437 -3.558 0.481
H -1.498 -4.673 -0.398
C 1.269 3.324 2.289
S 1.661 3.286 0.498
C 0.000 2.838 -0.136
H 0.733 2.413 2.550
H 0.672 4.217 2.444
H 2.167 3.318 2.902
H -0.769 3.237 0.529
H -0.035 3.422 -1.050
H -0.152 1.764 -0.161
```

=====

(3)
Molecular formula: C4H12S2Si
Method: DFT, ωB97M-V/def2-TZVPD

Computed properties:
Highest occupied orbital energy (spin up / spin down) = -9.01 / -8.97 eV
Multiplicity = 1
E = -33888.6561 eV
HOMO-LUMO gap (spin up / spin down) = 0.20896 / 0.20806 hartree

```
19
C4H12S2Si ωB97M-V/def2-TZVPD
C 2.060 0.037 -1.816
C 1.029 -2.370 -0.548
C 1.055 0.158 1.259
C -3.163 2.921 0.800
Si 0.687 -0.486 -0.454
S -2.562 1.398 1.619
S -1.265 0.052 -1.059
H 1.761 -0.413 -2.766
H 2.069 1.082 -1.996
H 3.034 -0.290 -1.382
H 0.409 -3.004 0.013
H 0.976 -2.742 -1.558
H 2.109 -2.261 -0.223
H 0.730 1.211 1.305
H 0.283 -0.286 1.949
H 2.024 0.025 1.736
H -3.215 2.724 -0.278
H -2.662 3.755 1.172
H -4.182 2.966 1.224
```

=====

(4)
Molecular formula: C4H12S2Si
Method: DFT, ωB97M-V/def2-TZVPD

Computed properties:
Highest occupied orbital energy = -8.89 eV
Multiplicity = 1
E = -33891.2408 eV
HOMO-LUMO gap = 0.32175 hartree

```
19
C4H12S2Si ωB97M-V/def2-TZVPD
C 2.202 -2.315 0.329
C 1.638 -0.960 0.748
Si 0.430 -0.230 -0.527
S -1.095 -1.210 -1.364
C 0.727 1.640 -0.717
C -0.514 2.425 -0.290
H 1.403 -3.018 0.111
H 2.818 -2.217 -0.564
H 2.819 -2.731 1.123
H 2.468 -0.280 0.960
H 1.093 -1.088 1.688
H 1.576 1.980 -0.120
H 0.951 1.881 -1.757
H -1.384 2.121 -0.864
H -0.731 2.256 0.762
H -0.362 3.492 -0.441
S -5.113 -0.255 0.602
H -4.505 -1.411 0.838
H -4.421 -0.079 -0.517
```